This record from OMol25 describes C26H28F4N3O7SiTl as an isolated structure. The level of theory is the ωB97M-V functional and the def2-TZVPD basis.

```
70
Properties=species:S:1:pos:R:3
Tl 0.1631 -0.1585 0.4797
C 3.9244 -0.0072 -2.9663
C 2.8873 0.2088 -1.8539
N 2.6436 -0.9162 -0.9644
C 3.8120 -1.3608 -0.2216
C 4.4862 -0.2885 0.6227
C 2.0211 -2.0700 -1.5912
C 0.8787 -1.7499 -2.5554
N -0.0505 -0.7819 -2.0360
C -0.9838 -0.3115 -2.8344
C -1.7275 0.8458 -2.4366
F -1.3881 1.4261 -1.2663
C -2.7249 1.4019 -3.1960
F -3.3876 2.5019 -2.7577
C -3.0840 0.8884 -4.4412
C -2.3764 -0.2176 -4.8716
F -2.6825 -0.7538 -6.0896
C -1.3810 -0.8022 -4.1203
F -0.7880 -1.9143 -4.6719
H 3.9589 0.8843 -3.5892
H 3.6656 -0.8527 -3.6038
H 4.9222 -0.1678 -2.5598
H 1.9269 0.4785 -2.2891
H 3.1832 1.0575 -1.2394
H 4.5617 -1.8163 -0.9048
H 3.4716 -2.1579 0.4446
H 4.9208 0.4954 0.0080
H 5.2759 -0.7530 1.2108
H 3.7721 0.1646 1.3010
H 1.6398 -2.7013 -0.7808
H 2.7617 -2.6728 -2.1567
H 0.3823 -2.7064 -2.7855
H 1.3071 -1.3770 -3.4980
H -3.8671 1.3266 -5.0339
O -3.2272 2.1484 2.4709
C -2.5093 1.3545 1.8643
O -1.2907 1.4473 1.6205
C -3.2221 0.0584 1.3988
C -4.4331 -0.2682 2.0099
C -5.0615 -1.4486 1.6749
C -4.4833 -2.2389 0.6883
C -3.2949 -1.8142 0.1136
N -2.6563 -0.7146 0.4823
H -4.8358 0.4254 2.7324
H -5.9764 -1.7458 2.1754
H -4.9461 -3.1648 0.3757
H -2.8253 -2.3865 -0.6765
O 3.5692 4.1924 4.0225
C 3.0951 3.2808 3.3457
C 2.6155 1.9641 3.8445
O 2.7825 1.5095 4.9821
C 1.9822 1.2973 2.7077
C 2.1058 2.1258 1.5312
O 1.6242 1.8448 0.3986
C 2.9419 3.2812 1.8639
O 3.4911 4.0499 1.0716
O 1.4444 0.1554 2.6698
C -0.7181 -4.0397 0.5891
Si -0.1505 -2.5813 1.7415
C 1.5522 -3.0314 2.4942
C -1.3563 -2.4516 3.2263
H -1.6998 -4.4027 0.8757
H -0.0256 -4.8731 0.6502
H -0.7670 -3.7266 -0.4478
H 1.4418 -3.6881 3.3522
H 2.0321 -2.1190 2.8306
H 2.2064 -3.5247 1.7835
H -1.2938 -3.3316 3.8648
H -2.3908 -2.3264 2.9201
H -1.0808 -1.5888 3.8238
```

Summary:
Multiplicity ... 1
E_LUMO ... 4.082 eV
Net charge ... -2
Frontier orbital gap ... 5.59 eV
Relative energy (zero: lowest compared OMol25 entry of this formula, charge and spin) ... 1.397 eV